Entry 1:
C26H47F6O26PSi | ωB97M-V/def2-TZVPD

```
107
Properties=species:S:1:pos:R:3:forces:R:3
O 3.1811 6.7809 3.8309 -0.2 -1.3 -4.7
C 3.1899 6.6345 2.5943 0.6 1.7 3.6
O 3.5135 7.7490 1.7782 0.6 -2.4 0.6
C 2.9027 5.2075 1.8613 1.3 2.1 -1.7
F 4.0438 4.4147 2.1001 -2.5 1.1 -0.2
F 2.8900 5.5041 0.4601 0.1 -1.1 2.9
C 1.4963 4.5573 2.2310 -2.4 -0.1 -1.0
F 0.7845 5.2513 3.2679 2.4 -1.6 -2.1
F 0.6604 4.7032 1.0679 2.0 -0.2 2.4
C 1.4796 3.0051 2.5983 -2.2 -2.1 -0.3
F 2.3084 2.1892 1.7750 -1.2 2.4 2.2
F 0.1365 2.5585 2.3093 2.8 1.1 0.4
C 1.6645 2.6886 4.1916 -2.9 -2.2 1.4
O 0.7671 2.0112 4.7751 3.2 2.6 -2.7
Si 3.1474 3.2482 5.2757 -1.0 0.8 -0.1
P 5.1304 2.5290 4.5881 2.6 -0.9 -0.5
O 5.0335 1.7178 3.0830 0.6 2.2 0.7
O 6.0522 3.9773 4.3137 -1.2 -0.8 0.5
H 4.5031 7.7388 1.6873 -1.2 0.2 0.0
H 3.0740 4.7214 5.4034 0.1 0.0 -0.2
H 2.9683 2.7218 6.6484 0.0 -0.2 -0.3
H 5.6160 2.1529 2.4090 -0.7 -0.5 0.7
H 6.2152 4.4004 5.1928 -0.1 -0.6 -1.0
C 0.9513 -1.9715 -3.5826 -0.1 -0.5 -0.2
O 1.4720 -0.6699 -3.3133 0.0 0.3 0.4
C 1.1090 -0.1671 -2.1216 0.0 0.1 -0.1
O 0.4087 -0.7139 -1.3052 0.3 0.2 -0.3
O 1.6632 1.0502 -1.9969 -0.1 -0.4 -0.2
C 1.3593 1.7073 -0.7662 -0.1 0.1 0.2
H 1.3066 -2.2770 -4.5673 0.0 0.3 0.1
H 1.3143 -2.6919 -2.8460 -0.2 0.1 0.0
H -0.1405 -1.9537 -3.6002 0.1 0.0 0.2
H 1.7361 1.1326 0.0785 -0.3 -0.1 -0.3
H 0.2833 1.8718 -0.6727 0.1 -0.2 0.1
H 1.8571 2.6778 -0.7735 0.1 -0.2 -0.3
C 4.1900 -1.8713 0.0419 -0.3 0.0 -0.4
O 4.8996 -1.5884 1.2474 0.3 -0.3 0.3
C 5.4037 -2.6723 1.8571 0.0 0.4 0.1
O 5.3028 -3.8141 1.4736 -0.1 1.0 0.5
O 6.0400 -2.2673 2.9674 -0.2 -0.1 -0.4
C 6.6304 -3.3245 3.7219 0.2 -0.3 0.3
H 3.8284 -0.9253 -0.3631 0.2 0.0 0.3
H 4.8513 -2.3317 -0.6959 -0.1 -0.1 0.1
H 3.3287 -2.5122 0.2429 0.2 0.0 0.0
H 7.3886 -3.8432 3.1311 -0.2 0.0 0.0
H 5.8663 -4.0235 4.0693 0.1 0.0 -0.2
H 7.1147 -2.8819 4.5929 -0.1 0.2 -0.2
C -4.9779 7.4840 5.0606 -0.2 0.3 0.4
O -4.6837 6.6304 3.9558 0.7 0.0 -0.2
C -3.3870 6.2685 3.8654 0.1 0.2 -0.2
O -2.5056 6.6019 4.6181 -0.4 -0.2 -0.3
O -3.2469 5.4714 2.7875 0.1 0.8 0.3
C -1.9132 5.0109 2.5678 0.2 -0.1 -0.2
H -6.0444 7.7098 5.0322 0.1 -0.2 -0.2
H -4.7559 6.9821 6.0049 0.1 0.1 -0.1
H -4.4238 8.4218 4.9815 0.1 -0.2 0.1
H -1.5689 4.4108 3.4125 0.0 0.2 0.0
H -1.2410 5.8510 2.3907 -0.2 -0.1 0.2
H -1.9194 4.3811 1.6776 -0.3 0.1 0.1
C -5.5534 4.1201 3.3872 -0.3 0.1 0.0
O -5.9411 2.7478 3.4780 -0.2 -0.4 0.4
C -6.2167 2.3357 4.7248 0.1 0.0 -0.3
O -6.1622 3.0114 5.7238 0.0 -0.3 -0.3
O -6.5643 1.0385 4.6677 0.1 0.3 -0.1
C -6.8867 0.4636 5.9322 -0.1 -0.2 0.3
H -5.3561 4.3447 2.3399 -0.1 -0.3 0.1
H -6.3606 4.7693 3.7321 0.1 -0.2 0.1
H -4.6450 4.3015 3.9543 -0.5 -0.4 0.1
H -7.7452 0.9703 6.3785 0.2 0.1 0.0
H -6.0254 0.4995 6.6029 -0.1 0.1 0.0
H -7.1508 -0.5813 5.7655 0.1 0.2 -0.3
C -2.6259 -3.0617 -6.3840 -0.2 0.3 0.4
O -2.3207 -3.9063 -7.4931 0.4 -0.2 -0.1
C -1.0270 -4.2550 -7.5802 -0.2 0.0 -0.1
O -0.1497 -3.9194 -6.8225 -0.3 -0.1 -0.2
O -0.8799 -5.0427 -8.6583 -0.2 0.3 0.3
C 0.4562 -5.4924 -8.8760 0.4 -0.2 -0.1
H -3.6942 -2.8438 -6.4129 0.1 -0.2 -0.2
H -2.4022 -3.5667 -5.4416 0.1 0.1 -0.1
H -2.0799 -2.1184 -6.4561 0.1 -0.2 0.1
H 0.8027 -6.0941 -8.0329 0.0 0.2 0.0
H 1.1249 -4.6459 -9.0471 -0.1 -0.1 0.2
H 0.4557 -6.1179 -9.7693 -0.3 0.1 0.1
C -8.2691 -0.0925 -5.1350 -0.3 0.2 0.3
O -7.2614 -0.7910 -5.8643 0.0 -0.2 -0.4
C -7.5884 -1.0555 -7.1402 0.1 0.0 0.1
O -8.6233 -0.7574 -7.6831 0.4 -0.1 0.2
O -6.5604 -1.7103 -7.7056 -0.2 0.2 0.3
C -6.7688 -2.0588 -9.0733 0.0 -0.2 -0.4
H -7.8976 0.0661 -4.1221 0.2 -0.2 -0.2
H -8.4666 0.8819 -5.5872 -0.1 -0.2 0.0
H -9.1848 -0.6850 -5.0785 0.1 0.1 -0.2
H -6.9064 -1.1630 -9.6827 -0.1 -0.1 0.1
H -7.6245 -2.7299 -9.1740 0.0 0.2 0.0
H -5.8777 -2.5810 -9.4234 0.0 0.1 0.3
C 6.3893 -10.7497 0.1735 0.0 -0.4 0.0
O 6.7942 -9.3878 0.0536 -0.2 0.2 0.0
C 5.8103 -8.4985 0.2771 0.1 0.3 0.0
O 4.6669 -8.7635 0.5581 0.4 0.0 -0.1
O 6.3226 -7.2665 0.1332 -0.1 -0.7 0.0
C 5.3820 -6.2102 0.3439 -0.1 0.2 -0.2
H 7.2599 -11.3750 -0.0270 0.0 0.3 0.0
H 6.0386 -10.9598 1.1864 -0.1 0.1 -0.2
H 5.6160 -10.9881 -0.5601 0.0 0.1 0.2
H 4.9920 -6.2392 1.3622 0.0 -0.1 -0.2
H 4.5687 -6.2686 -0.3838 0.0 -0.1 0.2
H 5.9024 -5.2681 0.2020 0.2 -0.5 -0.1
```
Forces are in eV/Å.

Computed properties:
E in eV: -114426.81151
Molecular weight in u: 948.68
HOMO-LUMO gap in eV: 7.7093

Entry 2:
H4OP2 | ωB97M-V/def2-TZVPD

```
7
Properties=species:S:1:pos:R:3:forces:R:3
O -2.5136 -0.4490 0.2284 3.4 1.2 -0.2
P 0.4676 -1.4069 -0.1834 0.6 0.0 1.8
P -1.1070 0.0987 -0.1440 -3.5 0.2 -1.6
H 0.9195 -1.1397 1.2089 -0.3 -0.3 -1.3
H 1.5229 -0.6862 -0.8050 -0.3 0.3 0.1
H -1.0570 0.3476 -1.5965 0.1 0.0 1.1
H -0.8118 1.4757 0.2989 0.1 -1.4 0.0
```
Forces are in eV/Å.

Computed properties:
E in eV: -20688.81209
Molecular weight in u: 81.98
HOMO-LUMO gap in eV: 10.4600
Relative energy (zero: lowest compared OMol25 entry of this formula, charge and spin) in kJ/mol: 4.5

Entry 3:
C12H16F24N6O17S8 | ωB97M-V/def2-TZVPD

```
83
Properties=species:S:1:pos:R:3:forces:R:3
N -1.0017 -0.4521 -1.5843 1.7 0.1 -0.2
H -1.0043 -1.2837 -2.1574 0.0 -0.9 -0.7
H -0.6313 0.2750 -2.1795 0.2 0.2 0.0
H -0.3683 -0.6273 -0.8173 -0.2 0.1 0.4
H -1.9523 -0.2146 -1.3392 -0.8 0.5 0.8
C 3.2465 3.1268 3.2596 0.7 1.5 0.4
C 2.4021 2.1809 4.0700 1.2 -0.3 -1.5
C 0.9526 2.2916 3.7364 -1.8 -0.8 -1.5
O 0.7493 1.9614 2.3032 -0.6 -0.3 1.9
C -0.6641 1.6541 2.0341 0.6 -0.6 -0.2
N 2.9059 0.7572 3.7123 -0.6 1.3 0.0
H 2.6763 0.4745 2.7703 -0.2 0.5 -0.9
H 3.9091 0.6976 3.8132 0.2 -0.2 0.3
H 2.4146 0.0193 4.1962 -0.3 -1.0 1.1
H 3.3259 3.0176 2.1780 -0.1 -0.6 0.2
H 4.2186 3.2208 3.7438 0.4 -0.3 -0.4
H 2.8712 4.1420 3.3890 -0.4 0.0 0.0
H 2.6822 2.3169 5.1146 -0.6 -0.1 0.1
H 0.4483 3.2544 3.8192 0.8 0.5 0.6
H 0.4105 1.6469 4.4282 -0.4 -0.6 -0.3
H -0.7553 1.5607 0.9520 0.0 0.5 0.1
H -1.3774 2.3661 2.4492 0.3 0.5 -0.2
H -0.9830 0.6820 2.4100 0.4 -0.2 0.4
C -0.3244 3.1113 -5.4185 0.9 -2.1 -1.0
F -1.6178 3.1354 -5.5414 -0.6 0.3 0.8
F 0.0998 2.0687 -6.1976 0.1 1.0 1.4
F 0.2014 4.2119 -5.8645 0.5 0.8 0.1
S 0.1575 2.7935 -3.5542 -3.3 1.6 0.1
O -0.1807 3.9646 -2.7162 1.5 -2.4 -2.4
O -0.5556 1.5778 -3.2730 1.1 0.6 -0.7
N 1.8726 2.4117 -3.6570 -2.7 1.0 -1.4
S 2.2783 2.5221 -2.1621 3.9 0.6 5.2
O 2.3666 3.9026 -1.6324 -0.2 -2.3 -1.6
O 1.6408 1.5477 -1.3009 -0.2 0.6 -0.9
C 4.1148 1.9290 -2.2573 -3.5 -0.4 0.0
F 4.7225 2.8336 -2.9697 1.1 -0.5 -0.9
F 4.4915 2.0315 -1.0012 0.8 -0.8 0.2
F 4.1185 0.6442 -2.7329 0.8 2.3 0.7
C 1.9538 -1.1057 6.9804 -2.2 -1.0 0.8
F 3.1424 -1.3435 7.4609 0.6 0.0 0.1
F 1.0349 -1.2221 8.0054 1.3 0.7 -1.1
F 1.9273 0.1345 6.4973 -0.1 0.4 -0.2
S 1.4211 -2.4600 5.7591 0.1 -2.8 0.5
O 2.4872 -3.4481 5.9857 -1.7 1.6 -0.2
O 0.0211 -2.8166 6.1252 3.6 1.4 -1.0
N 1.6811 -1.8064 4.2103 1.7 1.4 3.9
S 0.5608 -2.3886 3.3615 -5.6 0.1 -2.7
O 0.6099 -3.8234 3.3557 0.0 0.2 -0.7
O -0.7625 -1.7526 3.6069 2.7 -0.9 -1.0
C 1.0573 -1.7656 1.5470 0.3 -3.1 1.2
F 1.6167 -0.5868 1.4861 0.5 1.6 0.1
F 1.9503 -2.6429 1.0300 -0.6 0.4 0.3
F -0.0342 -1.7678 0.8084 -0.2 0.0 -0.1
C -0.0387 -4.8874 -1.9687 -0.9 0.4 -0.5
F -1.0729 -5.3249 -2.6871 -0.3 0.8 -0.1
F -0.4748 -4.5389 -0.7504 0.6 -0.1 -0.5
F 0.7494 -5.9499 -1.8972 1.0 0.8 0.4
S 0.7622 -3.2837 -2.8546 1.7 -1.3 0.2
O 1.5027 -2.5380 -1.8257 -1.9 -0.6 -1.2
O 1.6037 -3.8703 -3.9220 -2.2 1.2 2.0
N -0.7044 -2.4097 -3.3124 2.8 -2.2 3.1
S -0.6818 -2.4204 -4.8297 0.8 -0.5 -6.2
O 0.4531 -1.7558 -5.4502 -0.7 1.3 0.9
O -0.8459 -3.7013 -5.4839 -1.3 0.1 0.9
C -2.2554 -1.3931 -5.2740 1.6 -0.7 0.4
F -1.9361 -0.6504 -6.3326 -0.3 0.1 0.0
F -3.2278 -2.2122 -5.5772 -0.7 -0.4 -0.3
F -2.6567 -0.6141 -4.2806 0.0 0.6 0.3
C -3.7323 -2.5052 -1.0205 -1.6 0.9 0.5
F -4.6311 -3.4643 -0.7941 0.0 0.3 0.2
F -2.5571 -3.0154 -0.8863 1.7 -0.5 0.1
F -3.9051 -2.0543 -2.2568 0.1 0.1 -0.1
S -3.9555 -1.0771 0.2510 0.3 -1.1 2.5
O -5.3861 -1.1024 0.5522 2.0 0.5 -1.2
O -3.0573 -1.3130 1.3818 -0.8 -0.1 -1.8
N -3.2476 0.2283 -0.5877 -0.8 -2.5 1.2
S -4.2899 1.3388 -0.5097 -4.6 4.4 1.3
O -5.4237 1.1281 -1.3990 1.1 0.5 0.2
O -4.6848 1.7479 0.8764 1.6 -0.6 -2.7
C -3.3589 2.9028 -1.2341 -1.7 -1.8 0.6
F -2.8879 2.6251 -2.4526 -0.2 0.4 0.0
F -4.2165 3.9305 -1.2761 0.3 -0.5 -0.3
F -2.3716 3.2218 -0.4406 1.1 0.4 0.5
```
Forces are in eV/Å.

Computed properties:
Multiplicity: 2
E in eV: -208343.15788
Total charge: -1
Molecular weight in u: 1228.77
HOMO-LUMO gap (spin up / spin down) in eV: 8.2861 / 3.2996
<S²>: 0.761

Entry 4:
C3H7BO2 | ωB97M-V/def2-TZVPD

```
13
Properties=species:S:1:pos:R:3:forces:R:3
B -1.1876 0.8621 1.5003 1.1 -1.5 0.0
C -0.8026 -0.6692 1.5844 2.1 0.3 0.7
C 0.9778 -0.6841 -1.5380 0.6 -2.1 0.0
C 0.2865 0.3238 -0.6631 1.3 2.1 2.2
O -0.0912 -1.5694 1.8187 -1.1 0.2 -0.2
O -0.8441 -0.0290 0.1383 -1.2 -0.5 0.1
H -0.3344 1.5997 1.8860 0.5 -0.3 -0.3
H -2.2095 1.2908 1.6708 -2.0 0.4 -0.3
H 1.8977 -1.1179 -1.0651 -0.4 0.9 -0.6
H 0.4063 -1.6315 -1.6200 -0.3 0.7 -0.1
H 1.1524 -0.3491 -2.5998 0.0 -0.1 1.3
H -0.1839 1.0641 -1.2529 0.0 1.0 -1.0
H 0.9326 0.9096 0.1404 -0.5 -1.3 -2.0
```
Forces are in eV/Å.

Computed properties:
E in eV: -7993.65926
Molecular weight in u: 85.90
HOMO-LUMO gap in eV: 10.9215
Relative energy (zero: lowest compared OMol25 entry of this formula, charge and spin) in kJ/mol: 379.9

The highest E belongs to which entry? C3H7BO2

The highest molecular weight belongs to which entry? C12H16F24N6O17S8